Record 1
48
Properties=species:S:1:pos:R:3:forces:R:3 method="wB97M-V/def2-TZVPD" multiplicity=2 lumo_ev="-3.78 / -3.66" relative_energy_kcal_mol=5.35 gap_ev="7.753 / 7.886" homo_ha="-0.4237 / -0.4242" total_charge=+1 total_energy_ha=-3433.23193
Ti -0.448424 -0.833418 -1.036877 0.254 0.290 -0.181
Cl -0.985067 -2.921189 -2.065237 0.053 -0.393 -0.259
C 0.542915 -3.520237 -2.799507 -0.399 0.173 0.207
C 0.461689 -4.726970 -3.452892 0.207 -0.012 -0.060
C 1.633559 -5.208101 -4.022024 -0.040 -0.005 0.010
C 2.806847 -4.480898 -3.912900 -0.036 0.007 0.011
C 2.826311 -3.266321 -3.241972 0.160 0.022 -0.026
Cl 4.320651 -2.407374 -3.141137 -0.066 -0.009 0.008
C 1.674419 -2.734096 -2.655492 -0.023 -0.017 -0.009
S 1.689618 -1.170994 -1.835296 -0.082 0.026 0.042
H -0.469724 -5.269791 -3.518890 -0.009 0.002 0.004
H 1.629105 -6.151250 -4.549702 -0.006 -0.001 0.003
H 3.724646 -4.846857 -4.350435 0.000 -0.005 -0.003
N 4.239599 1.272093 8.335768 -0.010 -0.005 -0.016
C 3.580581 0.961616 7.448518 -0.019 -0.009 -0.025
C 2.753520 0.571774 6.336415 0.072 0.034 0.097
C 3.206432 0.761068 5.034940 -0.019 -0.013 -0.061
C 2.413615 0.388736 3.964569 0.020 0.022 0.115
C 1.168251 -0.174685 4.204722 -0.158 -0.058 -0.175
C 0.707244 -0.367399 5.497607 0.113 0.041 0.052
C 1.504141 0.008380 6.565861 -0.058 -0.029 -0.048
N 0.332332 -0.562460 3.095132 -0.023 -0.046 0.047
C -0.948197 -1.087423 3.167685 0.077 0.147 0.035
C -1.354093 -1.296913 1.897094 0.010 -0.072 -0.038
N -0.331498 -0.933924 1.033058 -0.117 0.076 0.414
C 0.656215 -0.491515 1.798773 0.165 -0.087 -0.018
H 4.177741 1.201595 4.860236 0.002 0.000 0.009
H 2.786663 0.552508 2.964946 -0.010 -0.001 -0.010
H -0.258289 -0.805247 5.697382 -0.002 -0.008 -0.001
H 1.155028 -0.136759 7.578298 0.006 0.002 0.002
H -1.455744 -1.252241 4.098125 -0.035 -0.004 -0.024
H -2.296043 -1.685156 1.549442 0.006 -0.008 -0.006
H 1.607272 -0.146390 1.434010 -0.015 -0.018 -0.057
C -4.566677 2.748596 -3.227060 -0.050 0.042 -0.027
Si -2.791334 3.253191 -3.003093 0.064 -0.131 0.026
C -2.606990 4.635952 -1.774867 -0.006 0.048 0.034
C -1.959109 3.636712 -4.618840 -0.011 0.039 -0.052
C -1.905189 1.766891 -2.280515 -0.011 0.054 0.051
C -1.316375 0.807024 -1.800262 -0.012 -0.061 -0.080
H -5.139299 3.580284 -3.644403 -0.012 -0.019 0.003
H -5.024280 2.469911 -2.276810 0.001 -0.003 0.001
H -4.655031 1.904062 -3.911827 -0.001 -0.004 0.002
H -3.103636 5.535454 -2.145585 0.003 -0.002 0.008
H -1.556729 4.878506 -1.606712 0.000 -0.001 0.001
H -3.056583 4.375319 -0.815531 0.002 0.005 0.002
H -2.430916 4.505198 -5.084473 0.013 -0.009 -0.011
H -2.037512 2.798725 -5.312845 0.002 0.000 -0.001
H -0.901674 3.864020 -4.477378 0.000 -0.002 0.005



Record 2
13
Properties=species:S:1:pos:R:3:forces:R:3 method="wB97M-V/def2-TZVPD" lumo_ev=0.48 relative_energy_kcal_mol=126.99 gap_ev=10.014 homo_ha=-0.3503 total_charge=0 total_energy_ha=-377.75696
C -1.635475 1.038177 -0.607788 2.460 2.794 0.074
C 0.308774 -0.406577 -0.072554 -0.872 -0.022 -1.796
C 2.169383 -1.436304 0.739539 5.913 0.463 -0.736
H -1.846365 1.898266 -1.501063 0.058 -2.937 2.478
H -2.421354 0.376337 -0.167537 0.335 0.417 -1.439
H -1.346418 1.724453 0.369249 -0.632 -1.094 -2.327
H 0.014692 0.804446 -1.990790 -0.333 -2.201 3.741
H -1.118588 0.390708 1.137305 3.367 -4.397 -0.538
H 1.685136 -1.469174 1.608633 -3.465 -0.285 2.875
N -0.334314 0.300518 -1.015450 -1.332 4.351 -5.562
N -0.337776 -0.577793 0.956876 -2.891 2.481 5.389
O 1.464803 -1.100161 -0.420017 0.963 0.243 0.904
O 3.397503 -1.542896 0.963597 -3.569 0.187 -3.064



Record 3
29
Properties=species:S:1:pos:R:3:forces:R:3 method="wB97M-V/def2-TZVPD" lumo_ev=0.61 relative_energy_kcal_mol=5.57 gap_ev=8.487 homo_ha=-0.2896 total_charge=0 total_energy_ha=-1139.66747
C -4.604897 -1.802487 0.257611 -0.068 0.094 -0.024
C -3.349509 -1.224414 0.255472 -0.030 0.241 -0.048
C -3.230155 0.146315 0.017304 -0.556 -0.435 0.035
C -4.410854 0.858966 -0.207296 0.441 -0.064 0.049
N -5.608494 0.308543 -0.205863 -0.436 0.272 -0.088
C -5.705255 -0.991474 0.020891 0.028 -0.334 0.063
H -6.710138 -1.392922 0.011333 -0.039 -0.121 0.019
H -4.394647 1.924033 -0.395895 0.110 0.115 -0.009
C -1.917134 0.771813 0.012808 0.453 1.014 -0.156
C -1.642703 2.083637 -0.237370 0.010 -0.283 0.033
S 0.052627 2.397293 -0.134723 -0.077 -0.655 0.176
C 0.273948 0.679401 0.244084 -0.095 1.096 -0.252
N -0.816461 0.001752 0.285523 -0.051 -0.695 0.172
N 1.500202 0.156471 0.425506 0.427 -0.399 0.026
H 1.527003 -0.799261 0.746125 -0.041 0.030 -0.034
C 2.704493 0.941300 0.546078 0.166 0.112 0.244
C 3.885587 0.155938 0.078440 -0.414 -0.294 -0.701
C 4.075556 -0.617933 -1.028827 -0.215 0.390 0.488
C 5.393426 -1.128047 -0.931482 0.331 0.147 0.433
C 5.902842 -0.625944 0.224397 0.267 -0.500 -0.649
O 4.996218 0.147889 0.845308 -0.141 0.334 0.385
H 6.857701 -0.738009 0.697756 0.089 0.044 0.150
H 5.886229 -1.774811 -1.627504 0.173 -0.137 -0.097
H 3.367274 -0.798378 -1.810878 -0.217 -0.006 -0.132
H 2.578121 1.841515 -0.066893 0.096 -0.070 0.102
H 2.885218 1.258327 1.583502 -0.008 0.069 -0.159
H -2.309950 2.884468 -0.477045 -0.219 0.143 -0.048
H -2.457004 -1.804639 0.433047 0.043 -0.035 0.013
H -4.729244 -2.859351 0.438598 -0.031 -0.072 0.010



Record 4
15
Properties=species:S:1:pos:R:3:forces:R:3 method="wB97M-V/def2-TZVPD" lumo_ev="-1.84 / -1.85" relative_energy_kcal_mol=188.38 gap_ev="7.793 / 7.651" homo_ha="-0.3539 / -0.3491" total_charge=0 total_energy_ha=-456.93328
C 0.313708 -1.474570 1.085115 3.651 -0.361 -2.832
O 0.712552 -1.340303 -0.127619 -1.177 -0.328 2.415
O 1.265107 -1.146681 2.059491 -1.003 -0.091 0.568
H -0.723274 -0.596381 -0.999117 -0.394 0.523 -0.260
H 2.153702 -1.104807 1.680600 -0.248 -0.024 -0.484
H -0.154912 -2.432780 1.357285 -1.139 0.789 0.266
H -0.627076 -0.289749 1.001297 0.088 2.347 0.780
C -0.937310 1.081529 -1.976347 0.115 -0.221 -0.151
O -0.405739 1.158892 1.203596 -0.030 -3.197 0.168
O -1.352225 0.152522 -0.991514 -0.023 -0.693 -0.526
O 0.880416 1.163397 0.809926 0.796 0.513 0.812
H 1.366709 0.844008 1.622827 -0.517 0.560 -0.893
H -1.483832 2.011371 -1.817390 0.057 -0.072 -0.012
H -1.147366 0.699004 -2.982081 -0.106 0.145 0.005
H 0.139539 1.274547 -1.926070 -0.068 0.109 0.143